# 1
{"formula": "C7H15BNO2", "method": "ωB97M-V/def2-TZVPD", "species": ["O", "O", "N", "C", "C", "C", "C", "C", "C", "C", "B", "H", "H", "H", "H", "H", "H", "H", "H", "H", "H", "H", "H", "H", "H", "H"], "coordinates": [[-0.89775, 2.13724, 0.00356], [-3.75012, -0.84352, -1.70820], [0.08977, -0.75827, -2.33077], [-0.35106, 0.50598, -2.06957], [0.70994, 0.20009, 2.00680], [2.02220, -0.61840, 1.81964], [-0.95611, 1.55000, -2.94427], [-0.64166, -0.56151, 1.92146], [3.08131, -0.98549, 2.94483], [-0.25659, 0.15630, 0.85607], [-0.48082, 1.01817, -0.38500], [-4.27859, -1.41864, -2.29037], [0.26580, -1.08195, -3.31453], [-0.54643, 2.52785, -2.70539], [-0.90593, 1.36127, -4.00903], [0.66694, 0.96366, 2.80458], [4.07376, -1.13163, 2.50395], [-4.14673, -1.04625, -0.72817], [2.70031, -1.85710, 3.44202], [-1.08469, 3.10344, -0.02582], [-1.24681, -1.30826, 2.25710], [1.59782, -1.52091, 1.29748], [2.68631, -0.25911, 1.09843], [-2.05261, 1.48304, -2.73972], [3.34567, -0.28672, 3.84972], [0.35610, -1.32926, -1.55479]], "nbo_charge": [-0.86, -0.97, -0.63, 0.29, -0.21, -0.42, -0.72, -0.10, -0.62, -0.40, 0.91, 0.48, 0.44, 0.27, 0.25, 0.21, 0.22, 0.49, 0.21, 0.58, 0.23, 0.19, 0.20, 0.31, 0.23, 0.44], "orbital_gap_ev": 7.559, "total_charge": 1, "relative_energy_kj_mol": 109.9, "homo_energy_ev": -12.4}

***

# 2
{"formula": "C7H15Br12NO5P2", "method": "ωB97M-V/def2-TZVPD", "species": ["Br", "Br", "Br", "Br", "Br", "Br", "Br", "Br", "Br", "Br", "Br", "Br", "P", "P", "O", "O", "O", "O", "O", "N", "C", "C", "C", "C", "C", "C", "C", "H", "H", "H", "H", "H", "H", "H", "H", "H", "H", "H", "H", "H", "H", "H"], "coordinates": [[7.40587, 0.07210, -4.39998], [0.33630, -6.64257, 1.43882], [0.56556, 1.33573, 1.02740], [4.69294, 1.80855, -4.30460], [0.15505, -1.17776, -0.94708], [4.49314, -7.29576, 2.15357], [5.37846, -6.08819, -0.69991], [2.16507, -4.26746, 0.25586], [3.78112, -8.88347, -0.55880], [-0.31204, -3.57880, 2.19863], [2.49857, 0.95792, -1.52311], [6.24275, 1.08974, -1.57217], [-1.74155, 3.65081, -1.34956], [-2.95142, 1.59920, 3.15495], [-0.05286, 3.79122, -1.88273], [-4.96185, 1.52506, 1.20637], [-1.93519, 4.81843, -0.07252], [-2.65980, 4.05649, -2.57870], [-2.49049, 2.40951, 4.46724], [-1.96559, 1.95071, -0.86401], [-4.67694, 2.17273, 2.49792], [6.41783, 1.46766, -3.47232], [1.43078, 0.06473, -0.16427], [-4.42950, 2.32812, 0.06954], [0.38695, -4.79024, 0.84661], [-3.40917, 1.50386, -0.91353], [5.04387, -7.70252, 0.33275], [2.12053, -0.52737, 0.44621], [-3.42219, 0.37342, -0.53129], [-2.98181, 0.15896, 3.37307], [-5.46807, 1.73340, 3.27582], [0.51032, 3.66690, -1.03881], [-4.82667, 3.33357, 2.51417], [-4.02121, 3.34789, 0.47266], [-5.38390, 2.59589, -0.59125], [-3.83809, 1.53833, -2.00972], [-1.49003, 1.70864, 0.03247], [5.99431, -8.24219, 0.39926], [-0.27414, -4.71446, -0.02301], [-1.94315, 1.86398, 2.15897], [7.00386, 2.38822, -3.56265], [-1.38766, 4.59902, 0.73773]], "nbo_charge": [0.09, 0.10, 0.07, 0.09, 0.10, 0.09, 0.09, 0.09, 0.09, 0.08, 0.12, 0.09, 2.29, 1.35, -0.93, -0.56, -0.96, -1.03, -1.06, -0.97, -0.38, -0.49, -0.49, -0.12, -0.49, -0.27, -0.49, 0.24, 0.23, -0.04, 0.24, 0.48, 0.24, 0.20, 0.21, 0.25, 0.39, 0.23, 0.23, -0.09, 0.23, 0.49], "orbital_gap_ev": 9.000, "total_charge": 0, "homo_energy_ev": -9.8}

***

# 3
{"formula": "C7H15Br3FINO2PS", "method": "ωB97M-V/def2-TZVPD", "species": ["I", "Br", "Br", "Br", "S", "P", "F", "O", "O", "N", "C", "C", "C", "C", "C", "C", "C", "H", "H", "H", "H", "H", "H", "H", "H", "H", "H", "H", "H", "H", "H", "H"], "coordinates": [[2.55019, 2.50580, 2.37685], [-4.41091, -2.22771, -0.17885], [-3.54480, -5.08356, 0.98172], [-2.72295, -4.24651, -1.99805], [2.61186, -0.05917, -0.83326], [-0.12966, 0.19127, 0.18976], [1.93168, -1.44501, -1.33388], [3.19986, 0.59372, -2.01399], [3.66271, -0.44513, 0.13411], [1.48137, 0.89404, 0.00588], [1.49324, 4.69599, 0.50982], [0.16083, -1.34478, 1.22984], [-4.04362, -4.08064, -0.59472], [1.46208, 2.29148, -0.45563], [-1.13204, -2.22682, 1.31077], [1.18312, 3.20699, 0.80305], [-0.80973, -0.36759, -1.47200], [-4.96311, -4.51113, -0.96772], [-1.46329, -2.25553, 2.35781], [-1.82821, 0.03338, -1.57751], [0.59741, 5.14618, 0.05947], [0.36473, -0.96317, 2.24261], [2.42043, 2.63453, -0.85919], [2.38433, 4.81557, -0.11762], [1.03129, -1.93136, 0.90610], [1.66553, 5.18306, 1.47905], [0.15243, 3.04683, 1.14098], [0.65932, 2.50450, -1.18175], [-0.19201, -0.06574, -2.32995], [-0.90945, -3.24365, 0.97108], [-0.91152, -1.46729, -1.51112], [-1.95111, -1.77854, 0.72636]], "nbo_charge": [0.06, 0.09, 0.10, 0.09, 2.41, 0.95, -0.47, -0.89, -0.88, -0.92, -0.65, -0.71, -0.49, -0.27, -0.63, -0.27, -0.97, 0.23, 0.22, 0.24, 0.22, 0.24, 0.25, 0.22, 0.23, 0.24, 0.23, 0.21, 0.25, 0.22, 0.24, 0.21], "orbital_gap_ev": 8.664, "total_charge": 0, "homo_energy_ev": -9.0}

***

# 4
{"formula": "C7H15Br9O2", "method": "ωB97M-V/def2-TZVPD", "species": ["Br", "Br", "Br", "Br", "Br", "Br", "Br", "Br", "Br", "O", "O", "C", "C", "C", "C", "C", "C", "C", "H", "H", "H", "H", "H", "H", "H", "H", "H", "H", "H", "H", "H", "H", "H"], "coordinates": [[-3.38688, -12.27512, -7.97208], [-3.05409, -11.08215, -13.25789], [-5.74174, -10.94984, -11.53065], [-4.03967, -13.71799, -11.59199], [-4.85190, -9.42470, -7.32875], [-2.71437, -10.49621, -5.33451], [-0.12785, -13.18845, -6.06824], [2.78179, -14.61427, -6.43116], [0.07367, -16.17136, -7.25651], [1.51268, -10.84018, -10.71925], [-0.27767, -9.94736, -8.48918], [0.87530, -14.49313, -7.13175], [0.36827, -11.75030, -10.91903], [-3.98198, -11.75257, -11.65441], [0.25424, -8.64977, -8.24203], [0.56134, -13.02976, -10.03336], [0.47401, -8.35690, -6.74704], [-3.22064, -10.51522, -7.20194], [-0.40599, -13.18464, -9.63202], [-3.36512, -11.31574, -10.83495], [0.59002, -7.25644, -6.43002], [0.97193, -13.96952, -8.06885], [-0.50026, -8.76570, -6.19398], [-0.53389, -11.21988, -10.54680], [1.24944, -10.17892, -10.04614], [0.91971, -13.82811, -10.60191], [0.37004, -11.99043, -11.95738], [1.35944, -12.77551, -9.28636], [-2.58822, -9.92566, -7.87288], [0.44868, -10.55596, -8.39448], [1.30351, -8.97472, -6.33356], [-0.62127, -8.00046, -8.47879], [1.09068, -8.41340, -8.93820]], "nbo_charge": [0.10, 0.07, 0.10, 0.09, 0.05, 0.10, 0.06, 0.02, 0.15, -0.74, -0.74, -0.47, -0.06, -0.49, -0.08, -0.66, -0.65, -0.49, 0.22, 0.23, 0.23, 0.23, 0.22, 0.18, 0.46, 0.22, 0.19, 0.20, 0.24, 0.47, 0.21, 0.18, 0.17], "orbital_gap_ev": 9.984, "total_charge": 0, "relative_energy_kj_mol": 41.5, "homo_energy_ev": -10.3}

***

# 5
{"formula": "C7H15Cl2NiO2P", "method": "ωB97M-V/def2-TZVPD", "species": ["Ni", "Cl", "Cl", "P", "O", "O", "C", "C", "C", "C", "C", "C", "C", "H", "H", "H", "H", "H", "H", "H", "H", "H", "H", "H", "H", "H", "H", "H"], "coordinates": [[-0.48226, 3.04130, 0.04737], [2.06853, 3.76693, 1.91276], [-2.22021, 0.22279, 1.62107], [0.51123, -0.74818, 0.73588], [1.75780, -1.37684, -1.77616], [0.54056, -2.94930, -0.92420], [-1.90719, -0.54026, -0.98824], [0.98140, -1.82417, -0.85441], [-1.37588, -0.92266, 0.42298], [2.22132, 1.99353, 1.54916], [-2.82595, -1.73121, -1.48161], [0.63860, 0.91528, -0.21126], [2.00445, 1.65815, 0.05251], [1.89931, 2.63989, -0.47817], [2.83905, 1.09832, -0.41182], [1.93444, -0.64474, 1.00269], [-1.71331, -1.93195, 0.73290], [1.56495, 1.45266, 2.24888], [-1.14867, -0.40647, -1.78062], [-0.15840, 1.60003, 0.24696], [-2.23500, -2.67198, -1.41763], [-3.64769, -1.83707, -0.74741], [-2.57043, 0.35251, -0.95619], [-3.18940, -1.59007, -2.51436], [3.25704, 1.69785, 1.81434], [0.20892, -0.10110, 1.99846], [0.55785, 0.84360, -1.31219], [0.48893, -2.00683, 1.46832]], "nbo_charge": [0.88, -0.09, -0.14, 0.67, -0.62, -0.57, -0.46, 0.57, -0.41, -0.39, -0.60, -0.66, -0.46, 0.19, 0.27, -0.09, 0.24, 0.24, 0.22, 0.00, 0.23, 0.20, 0.21, 0.21, 0.24, -0.06, 0.26, -0.08], "orbital_gap_ev": [5.565, 5.705], "multiplicity": 3, "total_charge": 0, "homo_energy_ev": [-8.1, -8.3]}

***

# 6
{"formula": "C7H15ClI2IrN2OP", "method": "ωB97M-V/def2-TZVPD", "species": ["Ir", "I", "I", "Cl", "P", "O", "N", "N", "C", "C", "C", "C", "C", "C", "C", "H", "H", "H", "H", "H", "H", "H", "H", "H", "H", "H", "H", "H", "H", "H"], "coordinates": [[0.24982, -0.02350, -0.21034], [-3.50818, -1.12193, 3.03234], [-3.18693, 1.41665, 3.19337], [2.61018, -0.02707, -0.23593], [0.41690, -0.00880, -2.39356], [-2.76415, 0.11616, -0.36315], [0.24292, -0.06263, 4.21628], [0.30412, -0.08415, 1.75705], [-1.14578, -0.01402, -3.33490], [0.71214, 1.13259, 4.92356], [-0.32925, -1.15616, 4.99903], [1.26996, -1.49165, -3.04655], [0.23537, -0.10509, 2.91717], [-1.60333, 0.06221, -0.28596], [1.26007, 1.47456, -3.03510], [0.61050, 0.92964, 5.99029], [1.39506, -1.39515, -4.12972], [-0.92953, -0.00865, -4.41507], [2.23558, 1.56925, -2.54770], [-0.09300, -0.98230, 6.05271], [0.10551, 2.00894, 4.63990], [1.38270, 1.39385, -4.12107], [-1.73420, 0.87745, -3.08179], [-1.42408, -1.19344, 4.84634], [0.64472, 2.35816, -2.80822], [2.24446, -1.58188, -2.55429], [0.65794, -2.37240, -2.82614], [0.09635, -2.11580, 4.67111], [-1.72249, -0.91456, -3.08964], [1.76620, 1.31992, 4.66308]], "nbo_charge": [0.75, 0.51, 0.49, 0.03, 1.10, -0.35, -0.41, -0.62, -0.96, -0.41, -0.40, -0.93, 0.69, 0.56, -0.95, 0.26, 0.30, 0.30, 0.27, 0.27, 0.22, 0.30, 0.26, 0.18, 0.27, 0.26, 0.27, 0.25, 0.26, 0.25], "orbital_gap_ev": [7.502, 4.594], "multiplicity": 6, "total_charge": 3, "relative_energy_kj_mol": 131.3, "homo_energy_ev": [-18.1, -19.5]}

***

# 7
{"formula": "C7H15ClI2O2PSm", "method": "ωB97M-V/def2-TZVPD", "species": ["Sm", "I", "I", "Cl", "P", "O", "O", "C", "C", "C", "C", "C", "C", "C", "H", "H", "H", "H", "H", "H", "H", "H", "H", "H", "H", "H", "H", "H", "H"], "coordinates": [[0.66238, 0.22048, 0.62355], [-3.63842, 1.36280, -1.65680], [-3.56619, -1.28095, -1.58238], [3.08592, 0.25987, 0.18615], [0.17158, 0.02110, -2.67202], [0.66412, 0.08633, 2.80351], [-2.95522, 0.10185, 1.81241], [0.37515, 0.01100, 4.06553], [1.22134, -1.37219, -3.24572], [-1.92094, 0.13613, 1.29037], [1.19500, 1.39417, -3.32627], [-1.04875, -0.03164, -4.05281], [1.21754, -0.83116, 4.92883], [-0.83035, 0.66600, 4.59571], [2.28202, -0.62376, 4.74731], [2.14651, -1.41283, -2.65864], [0.97711, -0.64963, 5.99261], [0.67352, -2.31093, -3.10293], [-1.00838, 1.63154, 4.11789], [-0.53690, -0.05396, -5.03316], [-1.69132, -0.91751, -3.95238], [1.04757, -1.90008, 4.70660], [-0.72879, 0.80834, 5.68040], [2.12264, 1.48487, -2.74592], [-1.71519, 0.84090, -4.00057], [-1.73016, 0.06319, 4.41431], [1.43357, 1.21626, -4.38748], [1.46317, -1.25251, -4.31321], [0.63147, 2.33231, -3.23488]], "nbo_charge": [2.06, 0.04, 0.04, -0.53, 0.69, -0.83, -0.35, 0.77, -0.93, 0.43, -0.93, -0.92, -0.75, -0.76, 0.30, 0.24, 0.27, 0.25, 0.27, 0.26, 0.25, 0.30, 0.28, 0.24, 0.25, 0.30, 0.26, 0.26, 0.24], "orbital_gap_ev": [5.197, 6.902], "multiplicity": 6, "total_charge": 2, "relative_energy_kj_mol": 48.1, "homo_energy_ev": [-15.0, -15.0]}

***

# 8
{"formula": "C7H15ClN2O2", "method": "ωB97M-V/def2-TZVPD", "species": ["Cl", "O", "O", "N", "N", "C", "C", "C", "C", "C", "C", "C", "H", "H", "H", "H", "H", "H", "H", "H", "H", "H", "H", "H", "H", "H", "H"], "coordinates": [[-4.16707, -0.53599, 0.15087], [4.38673, 0.04263, 1.25762], [-1.75841, 1.67517, 0.40590], [3.01121, -1.35144, -0.52539], [1.08657, 1.34435, -0.06313], [-2.24756, 2.99405, 0.01684], [-1.91228, 0.68712, -0.34721], [-3.13886, -2.00444, 0.28622], [-1.22767, -0.52093, -0.08126], [-1.65416, -1.73022, 0.15408], [0.97783, 0.07082, -0.13742], [1.55613, -1.04605, -0.46319], [3.58138, -0.78883, 0.10817], [0.90331, -1.88006, -0.87745], [-3.34837, -2.62662, -0.68092], [3.17218, -2.33164, -0.30270], [-1.04939, -2.53082, 0.47036], [0.50570, 1.90942, 0.53862], [-3.35385, 2.69509, 0.17492], [-3.36254, -2.91182, 0.98423], [3.08932, -1.34562, -1.59836], [4.89923, -0.33847, 2.00176], [-2.08490, 3.35266, -0.96210], [-1.95136, 3.75422, 0.81529], [1.40930, 2.02778, -0.73093], [-2.37401, 0.79036, -1.36601], [5.05155, 0.59926, 0.77117]], "nbo_charge": [0.06, -0.97, -0.42, -0.71, -0.77, -0.29, 0.37, -0.46, -0.16, -0.17, 0.40, -0.19, 0.48, 0.27, 0.27, 0.45, 0.24, 0.43, 0.23, 0.29, 0.46, 0.52, 0.23, 0.25, 0.44, 0.23, 0.51], "orbital_gap_ev": 8.171, "total_charge": 2, "relative_energy_kj_mol": 130.3, "homo_energy_ev": -16.1}

***

# 9
{"formula": "C7H15CrO11S2", "method": "ωB97M-V/def2-TZVPD", "species": ["Cr", "S", "S", "O", "O", "O", "O", "O", "O", "O", "O", "O", "O", "O", "C", "C", "C", "C", "C", "C", "C", "H", "H", "H", "H", "H", "H", "H", "H", "H", "H", "H", "H", "H", "H", "H"], "coordinates": [[0.24089, 0.32973, -1.32824], [-0.25314, -2.54299, 0.68203], [1.36715, 1.70458, 1.79922], [-0.31231, 0.69421, -3.41265], [-0.42031, -1.19359, -2.77279], [0.25841, -1.44690, -0.28534], [-0.80783, 2.25498, -0.86512], [3.97349, 1.08142, -2.56344], [-2.95812, 2.22603, -0.41803], [0.79546, 0.79466, 0.68890], [-0.86380, -0.81937, -4.97987], [2.03349, 1.81663, -1.75619], [-1.71352, 0.43835, -0.58804], [2.24235, -0.16419, -1.81778], [2.27978, 0.67033, 2.97978], [2.79369, 0.91081, -1.98770], [-1.59455, -3.45182, -0.21945], [-1.29285, -1.69890, 1.98347], [-1.83121, 1.63821, -0.61133], [-0.02601, 2.34897, 2.85498], [-0.56780, -0.44778, -3.74998], [-1.62189, -2.33361, 2.80626], [-0.73624, 2.97717, 2.31735], [-2.20796, -1.31612, 1.53163], [-2.82787, 3.17715, -0.42295], [-0.78616, -0.87527, 2.48645], [-0.90798, -1.77828, -4.99102], [-1.16247, -3.66667, -1.19682], [0.22785, 2.93482, 3.73840], [2.54260, 1.20409, 3.89309], [3.20168, 0.33737, 2.50297], [4.18441, 0.17394, -2.79495], [-2.52747, -2.89761, -0.32245], [-1.88395, -4.32102, 0.37117], [1.70429, -0.22332, 3.22125], [-0.54208, 1.46398, 3.22720]], "nbo_charge": [1.17, 1.19, 1.24, -0.74, -0.79, -0.90, -0.76, -0.69, -0.70, -0.91, -0.69, -0.73, -0.73, -0.77, -0.82, 0.94, -0.80, -0.82, 0.95, -0.82, 0.96, 0.21, 0.26, 0.25, 0.49, 0.23, 0.48, 0.26, 0.22, 0.22, 0.25, 0.48, 0.24, 0.20, 0.22, 0.21], "orbital_gap_ev": [4.255, 6.716], "multiplicity": 5, "total_charge": -1, "homo_energy_ev": [-2.0, -4.4]}

***

Which formula does entry 7 have? C7H15ClI2O2PSm

***

Repeat the first record exactly.
{"formula": "C7H15BNO2", "method": "ωB97M-V/def2-TZVPD", "species": ["O", "O", "N", "C", "C", "C", "C", "C", "C", "C", "B", "H", "H", "H", "H", "H", "H", "H", "H", "H", "H", "H", "H", "H", "H", "H"], "coordinates": [[-0.89775, 2.13724, 0.00356], [-3.75012, -0.84352, -1.70820], [0.08977, -0.75827, -2.33077], [-0.35106, 0.50598, -2.06957], [0.70994, 0.20009, 2.00680], [2.02220, -0.61840, 1.81964], [-0.95611, 1.55000, -2.94427], [-0.64166, -0.56151, 1.92146], [3.08131, -0.98549, 2.94483], [-0.25659, 0.15630, 0.85607], [-0.48082, 1.01817, -0.38500], [-4.27859, -1.41864, -2.29037], [0.26580, -1.08195, -3.31453], [-0.54643, 2.52785, -2.70539], [-0.90593, 1.36127, -4.00903], [0.66694, 0.96366, 2.80458], [4.07376, -1.13163, 2.50395], [-4.14673, -1.04625, -0.72817], [2.70031, -1.85710, 3.44202], [-1.08469, 3.10344, -0.02582], [-1.24681, -1.30826, 2.25710], [1.59782, -1.52091, 1.29748], [2.68631, -0.25911, 1.09843], [-2.05261, 1.48304, -2.73972], [3.34567, -0.28672, 3.84972], [0.35610, -1.32926, -1.55479]], "nbo_charge": [-0.86, -0.97, -0.63, 0.29, -0.21, -0.42, -0.72, -0.10, -0.62, -0.40, 0.91, 0.48, 0.44, 0.27, 0.25, 0.21, 0.22, 0.49, 0.21, 0.58, 0.23, 0.19, 0.20, 0.31, 0.23, 0.44], "orbital_gap_ev": 7.559, "total_charge": 1, "relative_energy_kj_mol": 109.9, "homo_energy_ev": -12.4}